(1)
# C44H54AsBFN9O3S2Si2Y

C44H54AsBFN9O3S2Si2Y as an isolated structure at a distorted geometry (ωB97M-V with the def2-TZVPD basis set, the OMol25 dataset).

Total charge: -1
HOMO-LUMO gap (alpha / beta) in eV: 4.811 / 6.209
E_LUMO (alpha / beta) in eV: 0.83 / 2.21
M in g/mol: 1070.92
HOMO (alpha / beta) in hartree: -0.146 / -0.147
Calculated total energy in Ha: -6202.0457

Each line ends with the Mulliken charge.
Atoms and positions in Å:
Y 1.9617 -0.6821 0.1223  1.292
C 2.4354 -0.2909 5.9436  -1.525
C 1.9266 -0.7821 4.6213  0.824
C 1.6365 -2.1013 4.3557  -1.267
C 1.0967 -2.1043 3.0559  -0.315
N 1.1579 -0.8786 2.5396  0.677
N 1.6467 -0.0711 3.5212  0.185
B 1.6369 1.4641 3.3600  -1.274
N 0.2220 2.0880 3.2087  0.661
N -0.4997 1.8383 2.0927  0.179
C -1.5452 2.6380 2.0830  -0.388
C -1.5249 3.4629 3.2499  -1.387
C -0.3870 3.1199 3.9305  0.738
C 0.1083 3.7685 5.1725  -1.374
C -2.3798 2.7989 0.8714  1.089
C -3.4605 3.6926 0.8424  -0.973
C -4.2222 3.8652 -0.2935  -0.660
C -3.9086 3.2074 -1.4727  -0.780
C -2.8670 2.2860 -1.4758  -0.755
C -2.1514 2.1083 -0.3081  0.561
N 2.4462 1.8671 2.0994  0.206
N 1.9777 1.5740 0.8768  0.968
C 2.3216 2.6834 0.0107  2.190
C 3.3613 3.4356 0.8163  -1.105
C 3.3642 2.9444 2.0387  0.475
C 4.2726 3.2687 3.1720  -1.822
C 2.6281 3.0967 -2.4593  0.837
C 3.2544 4.3370 -2.5073  0.144
C 2.9019 5.1918 -3.5182  -0.931
C 1.9536 4.8232 -4.4630  -0.447
C 1.3257 3.6008 -4.3852  -1.007
C 1.6568 2.7255 -3.3543  -0.562
C 0.5607 -3.2784 2.3062  0.756
C 1.1125 -4.5578 2.3301  -0.724
C 0.5505 -5.5526 1.5668  -0.830
C -0.6058 -5.3249 0.8404  -0.950
C -1.1610 -4.0457 0.8084  0.370
C -0.5993 -3.0254 1.5583  -0.127
H 2.4693 -1.1742 6.5798  0.433
H 1.7103 0.4117 6.4315  0.206
H 3.4528 0.1284 5.9412  0.218
H 1.6593 -2.9362 5.0397  0.475
H 2.1458 1.9940 4.3202  -0.115
H -2.1386 4.2944 3.5151  0.446
H -0.5104 4.6428 5.3480  0.397
H 1.1569 4.0733 5.0414  0.209
H 0.0904 3.1230 6.0419  0.203
H -3.7321 4.2276 1.7160  0.398
H -5.0728 4.5493 -0.2632  0.357
H -4.5280 3.3438 -2.3466  0.382
H -2.6741 1.6814 -2.3642  0.607
H -1.3433 1.3894 -0.3228  0.244
H 3.9482 4.2632 0.4564  0.380
H 5.1434 3.7651 2.7904  0.538
H 4.6254 2.3645 3.6335  0.279
H 3.7973 3.9370 3.8985  0.225
H 4.0178 4.5939 -1.7836  0.467
H 3.4247 6.1411 -3.5928  0.404
H 1.7187 5.4936 -5.3011  0.341
H 0.5059 3.3602 -5.0343  0.407
H 1.1832 1.7864 -3.2081  0.694
H 2.0461 -4.7769 2.8554  0.392
H 1.0045 -6.5239 1.5715  0.384
H -1.0598 -6.1043 0.2442  0.466
H -2.0504 -3.8605 0.2371  -0.044
H -1.0123 -2.0346 1.5321  0.428
C 1.1299 -3.7253 -1.9057  -0.651
C 1.9183 -2.7199 -2.7030  0.052
N 2.3155 -1.5977 -2.1595  0.472
C 3.1059 -0.8663 -3.0259  -0.254
C 3.2494 -1.4261 -4.2583  -0.620
S 2.4509 -2.9436 -4.3067  -0.214
C 3.6894 0.3833 -2.5853  -0.029
C 4.8970 0.8675 -3.0204  -0.635
S 5.6661 2.3094 -2.6146  -0.484
C 2.7540 2.1670 -1.3502  -1.445
N 2.9830 0.9004 -1.4706  0.638
C 1.0296 3.4992 -0.1213  -1.977
H 1.8001 -4.1105 -1.1044  0.380
H 0.7886 -4.5587 -2.5322  0.580
H 0.2912 -3.2428 -1.3877  -0.302
H 3.8225 -1.0478 -5.0987  0.545
H 5.3850 0.1649 -3.7155  0.230
H 1.2344 4.3964 -0.6677  0.436
H 0.6554 3.7131 0.8864  0.548
H 0.2868 2.9355 -0.6842  0.238
F 0.0274 -1.1518 -0.5158  -0.622
C -2.8749 -4.7437 -2.2087  -0.599
Si -2.8998 -3.1214 -3.1762  0.327
C -1.3452 -2.8983 -4.2174  -0.448
C -4.3646 -3.1011 -4.3924  -1.035
As -3.0119 -1.2145 -1.8299  0.036
Si -4.7702 -1.6287 -0.3052  0.289
C -6.4819 -1.8457 -1.2048  -1.115
C -4.7304 -0.1525 0.8539  -0.576
C -4.4447 -3.1238 0.7650  -1.018
H -2.9744 -5.5936 -2.9095  0.493
H -3.6757 -4.8374 -1.4783  0.371
H -1.8967 -4.8244 -1.6907  -0.316
H -1.0574 -3.8013 -4.7663  0.376
H -0.5045 -2.6282 -3.6457  -0.469
H -1.4497 -2.0773 -4.9010  0.408
H -4.3010 -3.9485 -5.1138  0.314
H -4.3136 -2.1588 -4.9657  0.271
H -5.2958 -3.0792 -3.8510  0.222
H -6.5620 -1.0351 -1.9334  0.310
H -7.3247 -1.8497 -0.4867  0.356
H -6.5101 -2.7738 -1.7892  0.262
H -4.8405 0.7939 0.3110  0.071
H -3.7286 -0.1260 1.2724  -0.009
H -5.4810 -0.1367 1.6579  0.477
H -4.2726 -4.0020 0.1510  0.299
H -5.3193 -3.3089 1.4210  0.446
H -3.6097 -3.0357 1.4600  0.253
O 4.9502 -3.0616 1.7687  -0.686
N 4.1258 -2.2724 1.3085  1.055
O 3.3278 -2.6138 0.3629  -0.464
O 3.9745 -1.0907 1.7401  -0.557

Forces on atoms 1 to 3 (eV/Å):
-0.362 0.006 0.218
-0.565 0.419 0.424
0.316 -0.289 0.327


(2)
# C44H54BF4N2

A 2-piece molecular cluster, C44H54BF4N2 overall at a distorted geometry (ωB97M-V with the def2-TZVPD basis set, the OMol25 dataset).

Total charge: +1
HOMO-LUMO gap in eV: 3.566
E_LUMO in eV: -6.70
M in g/mol: 697.73
ΔE to the lowest compared entry with this formula, charge and spin in kJ/mol: 191.1
HOMO in hartree: -0.377
Calculated total energy in Ha: -2242.4849

Each line ends with the Mulliken charge.
Atoms and positions in Å:
F 3.2605 -0.3485 3.5147  -0.289
C 3.0190 0.9104 4.0208  0.181
C 4.1172 1.7249 4.2952  -0.605
C 3.8197 2.9842 4.8195  0.234
F 4.8718 3.8282 5.0971  -0.289
C 2.5339 3.4216 5.0721  -0.950
C 1.4117 2.5652 4.8113  1.326
C 0.1280 3.0618 5.1688  -0.467
C -1.1592 2.5738 4.8054  1.130
C -2.2733 3.4526 5.0188  -0.741
C -3.5654 3.0037 4.8162  0.306
F -4.6128 3.8336 5.1508  -0.316
C -3.8712 1.7352 4.3244  -0.609
C -2.7814 0.9047 4.0749  0.162
F -3.0312 -0.3658 3.6060  -0.305
C -1.4595 1.2766 4.2847  -0.562
C 1.7013 1.2928 4.2287  -0.620
H 5.1330 1.4055 4.0917  0.527
H 2.3434 4.4164 5.4756  0.489
H 0.1325 4.0126 5.7048  0.275
H -2.0766 4.4700 5.3625  0.430
H -4.8905 1.4161 4.1345  0.512
H -0.6785 0.5547 4.0787  0.587
H 0.9098 0.6043 3.9550  0.569
C -3.1684 2.0412 14.7282  -1.790
C -2.6176 2.4293 16.0849  2.694
C -3.8296 3.0069 16.8361  -2.191
C -2.1989 1.1882 16.8692  -1.506
C -1.4287 3.4549 16.0203  -0.015
C -1.4568 4.4003 17.0447  -0.755
C -0.5935 5.4880 17.0835  -1.502
C 0.4517 5.5285 16.1853  -1.354
C 0.7017 4.4596 15.3110  0.639
C 2.1524 4.5393 14.7298  2.459
C 2.6152 3.3361 13.9395  -1.297
C 3.1619 4.6826 15.8808  -1.896
C 2.2342 5.7987 13.8583  -1.680
C -0.3255 3.5014 15.0889  0.271
N -0.2535 2.5582 13.9908  1.746
C -0.2819 2.7859 12.6328  -1.724
B -0.1394 4.0658 11.7485  -0.400
H -0.1106 3.8353 10.4814  -0.166
N -0.3484 1.5572 12.0196  1.919
C -0.3135 1.2989 10.6012  -0.628
C 0.7953 0.5824 10.0359  0.122
C 2.0036 -0.0772 10.7891  2.602
C 3.2027 -0.2966 9.8544  -2.293
C 1.5953 -1.4639 11.2772  -1.436
C 2.5648 0.7493 11.9334  -1.645
C 0.8104 0.4010 8.6523  -0.797
C -0.1016 1.0223 7.8126  -1.089
C -1.1237 1.7766 8.3650  0.194
C -1.3346 1.8033 9.7534  0.410
C -2.7540 2.3773 10.0948  2.524
C -2.8698 3.8400 9.6522  -1.512
C -3.1647 2.3098 11.5471  -1.983
C -3.8020 1.5652 9.3188  -1.788
C -0.3879 0.5752 13.0023  -1.192
C -0.1991 1.1728 14.1895  -1.418
H -2.4626 1.4392 14.1592  0.259
H -4.0655 1.4178 14.8616  0.544
H -3.4533 2.9257 14.1495  0.417
H -3.6493 3.1104 17.9117  0.522
H -4.1294 3.9751 16.4209  0.455
H -4.6835 2.3232 16.7350  0.446
H -1.8716 1.4736 17.8765  0.378
H -3.0492 0.4986 16.9583  0.424
H -1.3832 0.6534 16.3846  0.235
H -2.2015 4.3389 17.8345  0.202
H -0.7301 6.2717 17.8257  0.410
H 1.1491 6.3640 16.2212  0.309
H 3.6331 3.5264 13.5621  0.647
H 1.9840 3.1696 13.0720  -0.226
H 2.6444 2.4273 14.5520  0.409
H 2.9896 5.5724 16.4935  0.378
H 3.1162 3.8018 16.5310  0.424
H 4.1793 4.7532 15.4741  0.445
H 2.2272 6.7028 14.4795  0.454
H 3.1598 5.7975 13.2672  0.403
H 1.3863 5.8564 13.1707  0.258
H -1.0423 4.8444 12.0358  0.044
H 0.9733 4.5865 11.9109  -0.198
H 3.5013 0.6362 9.3637  0.450
H 4.0621 -0.6543 10.4376  0.469
H 3.0081 -1.0640 9.0979  0.474
H 0.7951 -1.4107 12.0139  0.208
H 1.2435 -2.0643 10.4297  0.364
H 2.4527 -1.9703 11.7395  0.424
H 1.8971 0.7780 12.7945  0.189
H 3.4935 0.2794 12.2941  0.549
H 2.8076 1.7675 11.6108  0.391
H 1.5747 -0.2121 8.1763  0.242
H -0.0189 0.9040 6.7363  0.496
H -1.8212 2.2971 7.7144  -0.128
H -2.6688 3.9666 8.5825  0.127
H -3.8962 4.1884 9.8436  0.551
H -2.1795 4.4726 10.2147  0.074
H -3.2246 1.2799 11.9142  0.384
H -2.4884 2.9025 12.1624  0.040
H -4.1634 2.7630 11.6607  0.793
H -3.7143 0.5061 9.5836  0.411
H -4.8091 1.9098 9.5870  0.464
H -3.6970 1.6652 8.2342  0.244
H -0.5634 -0.4593 12.7755  0.827
H -0.0230 0.7433 15.1554  0.813

Forces on atoms 1 to 3 (eV/Å):
-0.343 1.689 0.613
-0.229 -1.183 -0.463
-0.711 0.415 0.163